[1]
# C34H32Cl2N3O9PS2SeV

C34H32Cl2N3O9PS2SeV as an isolated structure (wB97M-V/def2-TZVPD, the OMol25 dataset).

Properties
Largest force on an atom in eV/A: 0.13
LUMO energy (alpha / beta) in eV: 4.15 / 4.15
Orbital gap (alpha / beta) in eV: 5.73 / 7.12
Energy above the lowest of the compared OMol25 structures with the same formula, charge and spin in kJ/mol: 0.00
Energy in eV: -205720.34653

The geometry in ORCA input format:
```
! RIJCOSX wB97M-V def2-TZVPD def2/J DEFGRID3
* xyz -2 4
Se -0.015 2.263 -1.541
V -0.619 0.637 0.776
Cl 2.390 2.597 4.828
Cl 0.311 0.558 5.132
S 2.524 -0.696 0.213
S -3.681 2.200 0.332
P -2.230 -0.492 -1.015
O -3.980 3.599 0.539
O -4.763 1.281 0.616
O 2.987 -1.652 -0.790
O -0.980 -3.078 2.492
O 0.395 1.648 2.347
O -1.169 -0.892 2.061
O 2.893 0.684 -0.041
O -2.410 1.795 0.948
O -0.192 3.714 3.049
N 1.008 -0.793 0.543
N 2.316 3.580 -0.531
N 2.779 2.325 -2.224
C 4.439 -2.046 1.701
C 2.987 -0.544 2.898
C 3.672 3.676 -0.746
C -3.430 2.030 -1.448
C 1.566 4.220 0.538
C -6.050 -2.029 -0.967
C -3.729 -2.237 0.549
C 0.636 2.228 4.651
C -6.013 -2.882 0.130
C 3.651 -0.848 4.073
C 1.772 2.730 -1.421
C 4.716 -1.749 4.084
C -3.752 3.036 -3.617
C -0.178 -3.292 -4.069
C -0.617 -2.035 1.937
C 5.422 -2.071 5.375
C -2.814 0.836 -3.439
C -2.202 -2.587 -2.971
C -2.903 0.876 -2.049
C -1.491 -1.619 -2.262
C 2.682 1.211 -3.145
C 0.208 2.562 3.192
C 3.963 2.886 -1.800
C -3.755 -1.399 -0.561
C -4.929 -1.291 -1.307
C -3.845 3.096 -2.235
C -4.855 -2.980 0.884
C -0.115 -1.513 -2.455
C -3.236 1.901 -4.221
C 0.540 -2.346 -3.352
C -1.549 -3.413 -3.874
C 3.390 -1.144 1.711
C 0.557 -2.124 0.952
C 5.100 -2.343 2.888
H -4.971 -0.607 -2.146
H 1.682 1.197 -3.572
H 1.006 5.072 0.155
H 0.212 -2.715 0.093
H -4.818 -3.624 1.754
H 3.424 1.344 -3.933
H 4.719 -2.441 6.124
H -2.387 -0.033 -3.920
H 4.718 -2.514 0.765
H 1.616 -2.271 -3.452
H 6.190 -2.832 5.226
H 5.918 -3.057 2.885
H -3.266 -2.702 -2.806
H -3.145 1.845 -5.299
H -6.959 -1.926 -1.549
H 2.146 0.142 2.887
H 1.342 -2.714 1.434
H -4.070 3.881 -4.217
H 0.120 2.883 5.340
H -2.111 -4.165 -4.417
H 0.332 -3.953 -4.760
H 3.327 -0.382 4.997
H 4.304 4.277 -0.118
H 0.862 3.512 0.962
H 5.902 -1.183 5.793
H 2.262 4.536 1.311
H -2.850 -2.302 1.177
H 4.903 2.650 -2.264
H 2.864 0.280 -2.605
H -6.893 -3.453 0.405
H -4.225 3.975 -1.734
H 0.446 -0.795 -1.871
*
```

Atom charges from the Mulliken analysis, given in e for atoms 1 to 2: -0.184 1.370

[2]
# C34H32CoN4O3Sb

C34H32CoN4O3Sb as an isolated structure (wB97M-V/def2-TZVPD, the OMol25 dataset).

Properties
Largest force on an atom in eV/A: 0.36
LUMO energy (alpha / beta) in eV: 2.33 / 2.33
Orbital gap (alpha / beta) in eV: 6.68 / 6.81
Energy above the lowest of the compared OMol25 structures with the same formula, charge and spin in kJ/mol: 25.95
Energy in eV: -92047.81948

The geometry in ORCA input format:
```
! RIJCOSX wB97M-V def2-TZVPD def2/J DEFGRID3
* xyz -1 2
Sb 0.138 -2.966 0.017
Co -0.064 -0.029 -0.121
O -1.189 3.519 1.379
O -0.347 2.026 -0.068
O 1.961 0.666 3.247
N 1.984 0.184 -0.178
N -2.029 -0.536 0.001
N -0.453 -0.116 -2.070
N 0.248 0.259 1.736
C -1.704 -0.295 -2.326
C -2.594 -0.543 -1.248
C -1.948 -5.276 -3.131
C 0.529 -4.694 2.581
C -1.330 -3.942 -1.208
C 1.743 -4.320 -0.474
C 3.890 -5.996 -1.137
C -3.655 -4.262 -1.789
C -1.607 -3.615 2.447
C 1.719 -2.919 -5.730
C -1.957 -4.149 3.678
C 2.968 -3.793 -0.876
C -4.271 -0.776 0.193
C 0.182 -5.224 3.818
C -2.682 -3.701 -0.973
C 1.173 -1.771 -6.283
C -0.727 2.416 1.102
C 2.678 -6.541 -0.731
C -3.044 -0.675 0.868
C -0.977 -4.725 -2.305
C 1.502 0.232 2.185
C 0.408 0.290 -3.174
C 1.381 -2.003 -3.536
C 1.617 -5.709 -0.403
C 2.458 -0.330 1.126
C -0.366 -3.894 1.876
C -0.593 1.351 2.216
C 1.824 -3.033 -4.348
C -3.981 -0.679 -1.171
C 0.839 -0.843 -4.079
C 0.739 -0.738 -5.460
C -3.291 -5.054 -2.868
C -1.063 -4.958 4.366
C 4.036 -4.620 -1.209
H 4.979 -4.187 -1.520
H 2.056 -3.725 -6.370
H -2.309 -2.965 1.938
H -4.051 -5.483 -3.511
H 4.718 -6.644 -1.397
H 0.065 -4.908 -2.535
H 1.297 0.758 -2.746
H 0.313 0.158 -5.896
H -0.176 1.810 3.112
H 2.251 -3.922 -3.900
H -1.595 0.999 2.459
H -1.650 -5.876 -3.983
H -2.999 -3.045 -0.171
H 1.968 1.204 -0.159
H 1.456 -2.093 -2.462
H -1.332 -5.369 5.331
H -2.866 -0.703 1.933
H 3.098 -2.717 -0.937
H -2.090 -0.220 -3.345
H 2.559 -7.616 -0.669
H -4.672 -0.702 -2.000
H 1.508 -4.912 2.170
H 2.578 -0.110 -0.946
H -2.926 -3.922 4.106
H 3.479 -0.032 1.370
H -4.698 -4.053 -1.588
H -0.084 1.068 -3.766
H 0.676 -6.146 -0.088
H 1.078 -1.679 -7.358
H -5.241 -0.886 0.651
H 2.412 -1.422 1.104
H 0.891 -5.843 4.354
*
```

Atom charges from the Mulliken analysis, given in e for atoms 1 to 2: 0.619 -0.014

[3]
# C34H32F5N7O2S

C34H32F5N7O2S as an isolated structure (wB97M-V/def2-TZVPD, the OMol25 dataset).

Properties
Largest force on an atom in eV/A: 0.98
LUMO energy in eV: -0.70
Orbital gap in eV: 8.06
Energy above the lowest of the compared OMol25 structures with the same formula, charge and spin in kJ/mol: 0.00
Energy in eV: -74725.31671

The geometry in ORCA input format:
```
! RIJCOSX wB97M-V def2-TZVPD def2/J DEFGRID3
* xyz 0 1
S 1.740 1.095 -7.077
F 5.106 -0.029 -3.876
F 5.981 -0.206 -5.839
F 4.821 -3.146 -4.707
F 6.616 -1.527 -4.255
F 4.480 -2.051 -6.538
O 3.664 -1.078 -1.411
O 3.544 -0.250 0.660
N -0.454 -1.891 0.101
N -1.094 6.698 2.754
N 0.598 0.829 -5.990
N -3.854 -2.479 5.427
N -2.827 1.797 1.133
N -0.864 -0.190 -3.706
N 2.875 0.091 -6.589
C 5.564 -0.896 -4.789
C -1.003 -3.098 0.013
C -4.377 -2.864 6.590
C -4.249 -2.140 7.765
C -0.943 1.081 -2.931
C -1.076 2.332 -3.785
C 0.224 -1.451 -0.958
C 4.444 -1.935 -5.188
C -0.894 -3.913 -1.106
C -0.203 -3.436 -2.205
C 4.196 -2.325 -1.880
C 2.424 -2.022 -3.639
C -2.987 -0.538 6.532
C -3.173 -1.335 5.413
C 3.060 -1.530 -4.737
C 3.099 -2.995 -2.691
C 2.391 -0.538 -5.512
C -1.213 5.414 2.421
C -1.616 6.094 5.013
C -3.537 -0.951 7.734
C -1.532 4.412 3.325
C 0.432 -0.633 -4.017
C 5.733 -0.411 -0.318
C -1.295 7.018 4.030
C -3.192 -0.469 1.816
C -2.462 0.514 1.167
C -4.358 -0.107 2.470
C -4.750 1.222 2.444
C 0.367 -2.167 -2.139
C -1.738 4.762 4.650
C 1.086 -1.583 -3.302
C 4.235 -0.574 -0.274
C -3.953 2.129 1.762
C 1.089 -0.091 -5.158
H -0.115 -4.024 -3.109
H -1.564 -3.448 0.871
H 6.053 -0.069 -1.300
H 6.009 0.316 0.437
H -1.193 8.070 4.275
H 3.507 -3.840 -3.238
H -4.926 -3.799 6.575
H -2.846 -1.494 1.812
H 5.092 -2.150 -2.480
H -1.045 5.177 1.377
H -1.618 3.387 2.992
H 2.388 -3.392 -1.980
H -1.787 2.192 -4.594
H 6.212 -1.366 -0.112
H 4.481 -2.960 -1.041
H -5.653 1.551 2.941
H -1.361 -4.888 -1.116
H -1.425 3.144 -3.146
H -4.950 -0.849 2.993
H -0.119 2.648 -4.190
H -1.767 6.413 6.035
H -1.541 0.266 0.658
H -3.415 -0.357 8.631
H -4.224 3.179 1.718
H -0.037 1.183 -2.324
H -1.805 1.004 -2.274
H -1.989 4.009 5.386
H -1.298 -0.904 -3.134
H -2.424 0.383 6.458
H -4.696 -2.501 8.681
H 0.685 -0.473 -0.868
H -2.755 -1.048 4.457
*
```

Atom charges from the Mulliken analysis, given in e for atoms 1 to 2: 0.088 -0.249

[4]
# C34H32F6N3O3

A 2-piece molecular cluster, C34H32F6N3O3 overall (wB97M-V/def2-TZVPD, the OMol25 dataset).

Properties
Largest force on an atom in eV/A: 2.12
LUMO energy in eV: -4.89
Orbital gap in eV: 6.11
Energy in eV: -62689.13387

The geometry in ORCA input format:
```
! RIJCOSX wB97M-V def2-TZVPD def2/J DEFGRID3
* xyz 1 1
F 5.458 2.326 3.361
F 8.308 -3.368 4.248
F 7.190 -3.927 2.431
F 7.497 1.637 3.815
F 6.555 -4.691 4.397
F 6.641 1.309 1.807
O 4.057 1.075 -2.916
O 1.850 -0.101 3.084
O -5.651 2.776 -3.029
N 0.406 -1.299 4.396
N -1.915 -0.424 1.600
N 2.660 -1.598 4.675
C -3.290 2.804 -2.551
C -7.653 1.088 -5.587
C 0.203 0.435 -1.403
C -6.075 2.345 -4.294
C -3.242 -2.363 1.814
C -7.293 1.665 -4.370
C -4.526 2.143 -2.504
C -0.786 -0.695 3.812
C 1.654 -0.926 3.981
C -3.316 -0.848 1.606
C 6.652 -1.141 3.495
C 1.648 1.070 -3.293
C -1.107 -1.316 2.448
C -5.655 1.984 -6.625
C 4.507 -0.148 4.036
C 0.396 0.874 -2.754
C 4.882 -2.517 4.418
C -4.651 0.872 -1.923
C 1.381 0.186 -0.627
C 6.345 1.311 3.148
C -1.101 0.239 -0.884
C 6.169 -2.379 3.913
C -3.509 0.204 -1.530
C 2.790 0.840 -2.490
C 4.252 1.684 -4.215
C 4.014 -1.410 4.401
C -2.190 2.199 -1.978
C -2.251 0.872 -1.450
C -6.842 1.250 -6.714
C 2.635 0.366 -1.159
C 7.051 -3.592 3.757
C -5.255 2.537 -5.408
C 5.813 -0.031 3.585
C -1.919 -2.624 2.551
H -1.783 0.564 1.792
H -7.141 0.817 -7.672
H -3.792 -0.586 0.662
H -5.030 2.138 -7.504
H 2.376 -2.456 5.134
H 3.790 2.680 -4.252
H -3.232 3.784 -3.031
H -0.626 0.391 3.715
H -8.582 0.522 -5.649
H -5.645 0.428 -1.807
H -4.109 -2.722 2.369
H 3.544 0.174 -0.592
H 3.862 0.725 4.069
H -0.466 1.071 -3.390
H -1.631 -0.887 4.492
H -4.328 3.102 -5.302
H -1.250 -0.485 -0.081
H -3.574 -0.859 -1.276
H -3.880 -0.367 2.422
H -0.157 -1.499 1.922
H 7.660 -1.042 3.111
H -7.903 1.572 -3.474
H 1.287 -0.100 0.423
H 5.334 1.766 -4.314
H 3.842 1.050 -5.012
H 1.754 1.409 -4.326
H 0.311 -1.965 5.152
H -2.104 -2.872 3.602
H -3.224 -2.857 0.837
H -1.249 2.744 -1.946
H -1.359 -3.446 2.096
H 4.517 -3.486 4.757
*
```

Atom charges from the Mulliken analysis, given in e for atoms 1 to 2: -0.277 -0.253

[5]
# C34H32F8N4O26S

A 9-piece molecular cluster, C34H32F8N4O26S overall (wB97M-V/def2-TZVPD, the OMol25 dataset).

Properties
Largest force on an atom in eV/A: 3.08
LUMO energy in eV: -0.43
Orbital gap in eV: 10.00
Energy in eV: -127542.28766

The geometry in ORCA input format:
```
! RIJCOSX wB97M-V def2-TZVPD def2/J DEFGRID3
* xyz 0 1
S -5.924 1.526 3.452
F 2.712 7.377 -5.795
F -4.643 -10.062 1.850
F 3.953 -0.860 3.333
F 3.687 1.381 0.909
F 1.871 2.589 -5.519
F 4.789 5.974 1.354
F -5.526 -6.874 -0.749
F 8.807 -0.083 5.581
O 6.993 -4.030 2.764
O 5.749 -2.214 3.284
O 4.602 3.994 0.301
O 0.291 1.574 0.511
O -6.231 0.160 0.409
O 8.817 2.710 2.144
O 1.908 0.022 0.731
O -0.262 -0.605 0.736
O 4.516 2.532 -1.423
O 5.152 -3.538 1.554
O -3.349 -7.432 -0.868
O 2.745 6.074 -2.930
O 1.905 4.462 -4.274
O 4.132 4.756 -4.126
O 2.065 10.727 -5.429
O -4.800 -12.038 0.787
O 3.757 9.356 -6.019
O 9.106 1.550 4.063
O 7.255 1.226 2.818
O -4.858 -13.491 -0.945
O 3.988 11.594 -6.232
O -1.162 -7.245 -1.409
O 5.426 4.576 -1.712
O -11.042 0.737 1.055
O -3.968 -11.435 -1.221
O -2.494 -5.423 -1.434
N -5.597 -1.091 -1.687
N -10.951 -0.878 2.752
N -5.417 -3.161 1.037
N -5.328 -1.975 4.781
C -4.275 -6.445 -0.452
C -3.901 -5.258 -1.284
C 8.431 1.903 2.932
C 2.519 1.206 0.251
C -6.424 -0.659 1.595
C -5.484 -1.179 3.956
C -4.034 -0.017 2.187
C 4.819 3.604 -0.986
C -2.971 0.116 1.587
C 4.815 -1.496 2.501
C 5.415 5.136 0.493
C 2.858 8.603 -5.232
C 3.332 10.651 -5.926
C 1.531 2.270 0.613
C 4.122 -2.571 1.725
C 2.913 5.178 -3.704
C 6.053 -3.332 2.554
C -7.957 -0.846 1.961
C 5.491 5.730 -0.879
C 0.569 0.252 0.668
C -8.817 0.495 1.987
C 1.586 9.391 -5.318
C 8.163 0.876 4.875
C -4.571 -12.423 -0.504
C 7.226 0.272 3.876
C -10.365 0.127 1.877
C -5.772 -0.569 -0.665
C -3.921 -10.287 -0.381
C -4.001 -10.890 0.988
C -5.888 -2.123 1.238
C -5.493 -0.144 2.785
C 2.493 3.782 -5.366
C 3.912 3.598 -4.923
C -2.232 -6.746 -1.254
H -4.374 -5.267 -2.269
H -8.500 1.224 1.189
H -10.311 -1.679 2.869
H 5.341 -0.762 1.884
H 3.754 -2.216 0.763
H 0.960 9.271 -4.434
H -1.941 0.037 1.133
H 6.381 4.835 0.908
H 2.708 1.113 -0.821
H 7.572 -0.694 3.503
H 6.416 6.282 -1.045
H 4.608 3.560 -5.761
H 1.660 2.634 1.635
H 3.254 8.499 -4.219
H -3.002 -9.725 -0.535
H 4.646 6.386 -1.102
H -8.691 0.937 3.033
H 1.565 3.119 -0.069
H -11.766 -1.267 2.246
H -5.122 2.485 2.874
H 2.378 4.378 -6.275
H 3.292 -3.019 2.276
H 0.996 9.142 -6.204
H -8.064 -1.458 2.916
H 7.694 1.587 5.561
H -4.771 -9.638 -0.605
H -3.035 -11.183 1.408
H -4.185 -6.286 0.625
H -4.135 -4.315 -0.791
H 6.216 0.154 4.269
H 4.050 2.703 -4.310
H -8.410 -1.505 1.141
*
```

Atom charges from the Mulliken analysis, given in e for atoms 1 to 2: -0.252 -0.313